1.
ORCA calculation (wB97M-V/def2-TZVPD) on C4H9ClN2 in the gas phase at a distorted geometry.

HOMO level: -0.3423 Ha
Total energy: -727.43542 Ha
Frontier orbital gap: 10.020 eV
Energy relative to the best compared isomer or geometry (same formula, charge and spin): 32.3 kcal per mole
Molecular weight: 120.58 g/mol
SMILES: [H]/N=C(\NCl)C(C)C

Cartesian coordinates (Å):
C: -0.87 -0.49 -0.21
C: 1.59 0.21 -0.29
C: -0.23 1.56 0.76
C: 0.33 0.10 0.51
N: -1.54 0.16 -1.03
N: -0.65 -1.88 -0.13
Cl: -1.70 -3.15 -0.61
H: 1.67 -0.65 -0.93
H: 1.54 1.10 -1.00
H: 2.52 0.49 0.27
H: 0.52 2.27 1.26
H: -1.20 1.58 1.28
H: -0.52 1.87 -0.27
H: 0.56 -0.42 1.42
H: -2.15 -0.55 -1.58
H: 0.13 -2.20 0.56

Results of the Löwdin charge analysis, in e, for atoms 1 through 6:
1. C -0.53
2. C -0.09
3. C -0.09
4. C -0.39
5. N 0.14
6. N -0.46


2.
ORCA calculation (wB97M-V/def2-TZVPD) on C4H9ClN2 in the gas phase at a distorted geometry.

HOMO level: -0.3040 Ha
Total energy: -727.33632 Ha
Frontier orbital gap: 9.159 eV
Energy relative to the best compared isomer or geometry (same formula, charge and spin): 94.5 kcal per mole
Molecular weight: 120.58 g/mol
SMILES: NCC1(Cl)CNC1

Cartesian coordinates (Å):
C: -0.84 0.66 0.94
C: -0.35 -0.61 0.29
C: 1.19 -1.10 0.63
C: 0.35 0.09 -1.00
H: -1.20 1.51 -1.10
H: -2.47 0.58 -0.44
H: -1.36 0.51 1.88
H: -0.16 1.66 1.29
H: 1.56 -0.81 1.61
H: 1.71 -2.18 0.43
H: 2.55 -0.16 -0.85
H: 0.51 -0.45 -1.88
H: 0.12 1.23 -1.11
N: -1.82 1.19 -0.22
N: 1.65 -0.19 -0.29
Cl: -1.44 -1.93 -0.17

Results of the Löwdin charge analysis, in e, for atoms 1 through 6:
1. C -0.20
2. C -0.74
3. C -0.24
4. C -0.18
5. H 0.09
6. H -0.05


3.
ORCA calculation (wB97M-V/def2-TZVPD) on 2 unconnected molecules or ions with the total composition C4H9ClN2 at a distorted geometry.

HOMO level (spin up / spin down): -0.2908 / -0.3438 Ha
Total energy: -727.36002 Ha
Frontier orbital gap (spin up / spin down): 7.539 / 9.005 eV
Energy relative to the best compared isomer or geometry (same formula, charge and spin): 79.6 kcal per mole
Molecular weight: 120.58 g/mol

Cartesian coordinates (Å):
C: 0.06 -1.27 0.01
C: -0.45 0.17 -1.91
C: -0.63 -1.28 -1.30
C: 1.00 0.07 1.55
N: 0.72 -0.22 0.31
N: 0.38 2.21 1.92
Cl: 0.29 -0.81 2.87
H: -0.15 -1.95 0.80
H: -0.82 0.75 -1.03
H: 0.63 0.36 -2.05
H: -1.02 0.12 -2.80
H: -1.73 -1.54 -1.29
H: -0.04 -2.10 -1.89
H: 1.95 0.58 1.80
H: 0.48 2.81 1.02
H: -0.67 2.09 2.00

Results of the Löwdin charge analysis, in e, for atoms 1 through 6:
1. C -0.20
2. C -0.10
3. C -0.22
4. C -0.65
5. N -0.05
6. N -0.03


4.
ORCA calculation (wB97M-V/def2-TZVPD) on a gas-phase ion, C4H9ClNO (charge +1) at a distorted geometry.

Charge: +1
HOMO level: -0.5798 Ha
Total energy: -747.65560 Ha
Frontier orbital gap: 11.222 eV
Energy relative to the best compared isomer or geometry (same formula, charge and spin): 60.8 kcal per mole
Molecular weight: 122.58 g/mol
SMILES: C[N+](C)(C)C(=O)Cl

Cartesian coordinates (Å):
C: 0.48 -1.46 0.28
C: -1.02 -0.07 -1.04
C: -0.42 0.49 1.34
C: 1.19 0.78 -0.53
N: 0.03 -0.04 -0.04
O: -0.09 -2.48 -0.25
Cl: 1.60 -1.74 1.47
H: -2.03 -0.04 -0.67
H: -0.97 0.70 -1.86
H: -1.13 -1.05 -1.66
H: -1.30 1.22 1.11
H: -0.72 -0.30 1.92
H: 0.21 1.15 1.75
H: 1.09 0.64 -1.58
H: 0.94 1.70 -0.17
H: 2.14 0.50 -0.05

Results of the Löwdin charge analysis, in e, for atoms 1 through 6:
1. C -0.75
2. C -0.03
3. C 0.04
4. C 0.05
5. N -0.30
6. O 0.05


5.
ORCA calculation (wB97M-V/def2-TZVPD) on 2 unconnected molecules or ions with the total composition C4H9ClNO at a distorted geometry.

Charge: +1
HOMO level: -0.5482 Ha
Total energy: -747.63859 Ha
Frontier orbital gap: 9.746 eV
Energy relative to the best compared isomer or geometry (same formula, charge and spin): 71.5 kcal per mole
Molecular weight: 122.58 g/mol

Cartesian coordinates (Å):
C: 2.00 0.55 0.16
C: -0.46 0.23 -1.43
C: -0.18 -1.46 0.33
C: -0.75 0.84 0.97
N: -0.07 -0.07 -0.04
O: 2.07 1.69 0.31
Cl: 2.94 -0.76 0.13
H: -1.49 0.41 -1.61
H: -0.03 1.13 -1.77
H: -0.02 -0.58 -1.94
H: -1.22 -1.66 0.22
H: 0.37 -1.96 -0.40
H: 0.00 -1.49 1.33
H: -0.46 1.80 0.95
H: -1.91 0.99 0.88
H: -0.79 0.33 1.91

Results of the Löwdin charge analysis, in e, for atoms 1 through 6:
1. C -0.66
2. C -0.01
3. C -0.05
4. C -0.01
5. N -0.28
6. O 0.20


6.
ORCA calculation (wB97M-V/def2-TZVPD) on 2 unconnected molecules or ions with the total composition C4H9ClNPS at a distorted geometry.

HOMO level: -0.3179 Ha
Total energy: -1412.27165 Ha
Frontier orbital gap: 9.474 eV
Energy relative to the best compared isomer or geometry (same formula, charge and spin): 5.9 kcal per mole
Molecular weight: 169.62 g/mol
SMILES: C=CP(S)Cl.C=NC

Cartesian coordinates (Å):
C: -0.49 -2.03 -0.70
C: -1.26 -0.98 -0.97
C: 1.46 1.43 1.50
C: 2.10 0.48 -0.53
N: 1.14 0.83 0.46
P: -1.69 0.23 0.32
S: -3.69 -0.49 0.56
Cl: -1.96 1.83 -0.87
H: -0.25 -2.77 -1.45
H: -0.09 -2.19 0.28
H: -1.67 -0.79 -1.95
H: 2.49 1.76 1.73
H: -3.76 -0.09 1.82
H: 0.69 1.66 2.22
H: 1.78 0.90 -1.48
H: 3.12 0.82 -0.30
H: 2.10 -0.61 -0.64

Results of the Löwdin charge analysis, in e, for atoms 1 through 6:
1. C -0.08
2. C -0.52
3. C -0.07
4. C -0.14
5. N -0.15
6. P 0.18


7.
ORCA calculation (wB97M-V/def2-TZVPD) on C4H9ClO in the gas phase at a distorted geometry.

HOMO level: -0.3792 Ha
Total energy: -693.21965 Ha
Frontier orbital gap: 11.159 eV
Energy relative to the best compared isomer or geometry (same formula, charge and spin): 11.9 kcal per mole
Molecular weight: 108.57 g/mol
SMILES: CC(C)(O)CCl

Cartesian coordinates (Å):
C: -1.22 -0.59 -1.09
C: -0.69 -0.16 0.32
C: -1.75 0.35 1.32
C: 0.52 0.90 0.29
H: -2.03 -1.20 -0.89
H: -1.62 0.25 -1.72
H: -0.47 -1.13 -1.63
H: -2.53 -0.48 1.37
H: -2.39 1.19 0.95
H: -1.37 0.40 2.41
H: 0.65 -1.46 0.90
H: 0.91 0.93 1.31
H: 0.15 1.85 -0.02
O: -0.28 -1.27 1.03
Cl: 1.75 0.40 -0.94

Results of the Löwdin charge analysis, in e, for atoms 1 through 6:
1. C -0.04
2. C -0.68
3. C -0.05
4. C -0.48
5. H 0.05
6. H 0.11


8.
ORCA calculation (wB97M-V/def2-TZVPD) on C4H9ClSi in the gas phase at a distorted geometry.

HOMO level (spin up / spin down): -0.2992 / -0.3223 Ha
Total energy: -907.31934 Ha
Frontier orbital gap (spin up / spin down): 7.126 / 8.549 eV
Energy relative to the best compared isomer or geometry (same formula, charge and spin): 139.3 kcal per mole
Molecular weight: 120.65 g/mol

Cartesian coordinates (Å):
C: -1.03 -0.73 -0.32
C: 1.77 1.53 -0.38
C: -0.94 -1.37 -1.67
C: -0.06 0.49 2.01
Si: 0.68 0.03 0.30
Cl: 1.02 3.08 -0.52
H: -1.91 -0.71 0.27
H: 2.21 1.39 -1.30
H: -1.52 -2.25 -1.47
H: -1.61 -0.63 -2.32
H: 0.06 -1.50 -2.10
H: -1.12 0.15 2.09
H: 0.57 0.00 2.76
H: 0.09 1.63 2.33
H: 1.78 -1.13 0.33

Results of the Löwdin charge analysis, in e, for atoms 1 through 6:
1. C -0.23
2. C -0.65
3. C -0.21
4. C -0.27
5. Si 0.57
6. Cl 0.52